Computed, not measured: a 16-piece molecular cluster, C28H78BO35 overall in a non-equilibrium geometry, with ωB97M-V with the def2-TZVPD basis set.

For the max |F|, the calculation gives 2.2 eV/Å. The calculation puts the orbital gap at 0.3398 Ha. The total charge is -1. Its spin multiplicity is 1.

Each line ends with the Mulliken charge.
CARTESIAN COORDINATES (ANGSTROEM)
O (0.917, -1.760, -2.411)  -0.45
C (0.564, -0.909, -1.656)  -0.33
O (0.266, -1.111, -0.375)  0.16
B (-0.026, 0.181, 0.262)  0.81
O (0.061, 1.181, -0.824)  -0.04
C (0.386, 0.578, -1.966)  0.08
O (0.571, 1.058, -3.035)  0.53
O (0.800, 0.486, 1.443)  -0.61
C (0.049, 0.501, 2.525)  -0.02
O (0.443, 0.515, 3.652)  -0.30
C (-1.439, 0.297, 2.119)  0.91
O (-1.425, 0.115, 0.806)  -0.49
O (-2.369, 0.245, 2.852)  -0.58
O (-1.619, 0.419, 6.042)  -0.67
H (-2.149, 1.226, 5.941)  0.37
H (-1.087, 0.384, 5.236)  0.21
O (-3.421, 2.198, -0.228)  -0.71
H (-2.537, 2.230, -0.606)  0.13
H (-3.529, 1.276, 0.033)  0.32
O (-3.601, 2.328, 5.198)  -0.62
H (-3.952, 2.004, 4.358)  0.29
H (-4.365, 2.386, 5.782)  0.27
C (-2.537, -3.927, -0.749)  -0.40
C (-1.034, -4.129, -0.392)  0.32
O (-0.259, -4.368, -1.569)  -0.35
O (-3.201, -5.188, -0.572)  -0.58
H (-2.576, -3.633, -1.802)  0.36
H (-3.035, -3.168, -0.152)  0.09
H (-0.996, -4.890, 0.395)  0.46
H (-0.562, -3.260, 0.071)  -0.45
H (-0.498, -5.270, -1.821)  0.30
H (-2.771, -5.826, -1.148)  0.35
C (1.614, 2.209, -5.811)  0.70
C (1.159, 2.913, -7.081)  -0.97
O (-0.264, 3.148, -7.128)  -0.49
O (1.260, 0.843, -5.831)  -0.61
H (1.082, 2.640, -4.954)  -0.34
H (2.704, 2.294, -5.742)  0.41
H (1.247, 2.254, -7.955)  0.35
H (1.765, 3.788, -7.308)  0.33
H (-0.703, 2.389, -7.511)  0.27
H (1.632, 0.342, -5.102)  0.08
C (-1.794, 2.555, -4.325)  1.02
C (-1.597, 4.030, -4.224)  -0.35
O (-2.060, 4.751, -5.357)  -0.64
O (-3.194, 2.189, -4.469)  -0.65
H (-1.471, 2.056, -3.419)  -0.60
H (-1.342, 2.106, -5.210)  -0.01
H (-0.561, 4.298, -3.990)  0.14
H (-2.139, 4.386, -3.344)  0.37
H (-1.518, 4.460, -6.107)  0.43
H (-3.655, 2.801, -5.051)  0.31
C (3.463, -3.669, 0.043)  -0.76
C (3.546, -2.288, 0.592)  0.86
O (4.526, -1.461, -0.031)  -0.56
O (2.950, -3.746, -1.283)  -0.31
H (2.951, -4.407, 0.667)  0.36
H (4.495, -4.038, -0.013)  0.37
H (3.761, -2.332, 1.667)  0.04
H (2.615, -1.730, 0.476)  -0.50
H (5.401, -1.831, 0.122)  0.32
H (1.982, -3.701, -1.239)  0.09
C (-2.185, -1.170, -4.079)  1.60
C (-1.931, -2.327, -5.024)  -0.61
O (-1.796, -1.936, -6.389)  -0.59
O (-3.468, -0.641, -4.400)  -0.69
H (-1.445, -0.377, -4.170)  -0.49
H (-2.139, -1.667, -3.099)  -0.50
H (-2.729, -3.069, -4.946)  0.36
H (-0.973, -2.755, -4.721)  0.12
H (-2.558, -1.365, -6.556)  0.33
H (-3.468, 0.316, -4.209)  0.45
C (3.744, -4.104, -5.288)  -0.66
C (2.989, -2.774, -5.095)  -0.06
O (3.322, -2.228, -3.825)  -0.36
O (3.207, -5.125, -4.450)  -0.54
H (4.775, -3.913, -4.974)  0.29
H (3.676, -4.349, -6.348)  0.40
H (1.916, -2.909, -5.227)  0.09
H (3.468, -2.107, -5.817)  0.31
H (2.619, -2.480, -3.213)  0.26
H (3.485, -4.847, -3.565)  0.28
C (1.144, 4.485, 6.178)  -0.69
C (1.698, 3.253, 5.470)  0.58
O (3.054, 3.416, 5.067)  -0.48
O (1.780, 4.614, 7.439)  -0.50
H (0.065, 4.406, 6.362)  0.41
H (1.222, 5.338, 5.487)  0.36
H (1.044, 3.005, 4.626)  -0.42
H (1.561, 2.365, 6.094)  0.11
H (3.245, 4.337, 5.276)  0.36
H (1.287, 5.265, 7.947)  0.30
C (-1.514, -2.730, 4.565)  -0.13
C (-0.866, -4.108, 4.711)  -0.50
O (-0.168, -4.551, 3.569)  -0.50
O (-2.829, -2.739, 4.037)  -0.31
H (-0.879, -2.047, 3.998)  -0.14
H (-1.529, -2.261, 5.556)  0.29
H (-1.580, -4.847, 5.094)  0.28
H (-0.126, -3.995, 5.509)  0.42
H (-0.796, -4.695, 2.853)  0.28
H (-3.434, -2.923, 4.761)  0.26
C (-0.502, 4.240, 0.059)  0.43
C (-0.447, 4.121, 1.580)  0.30
O (-1.779, 4.241, 2.070)  -0.56
O (-1.175, 5.437, -0.302)  -0.62
H (-1.048, 3.428, -0.416)  -0.67
H (0.519, 4.193, -0.322)  0.21
H (0.284, 4.859, 1.926)  0.38
H (-0.091, 3.149, 1.939)  -0.22
H (-1.786, 4.245, 3.031)  0.28
H (-2.119, 5.260, -0.279)  0.38
C (-5.302, -1.505, 2.301)  0.58
C (-6.586, -0.813, 2.828)  -0.57
O (-6.785, -1.009, 4.244)  -0.54
O (-5.438, -2.912, 2.403)  -0.58
H (-4.465, -1.035, 2.815)  -0.24
H (-5.287, -1.357, 1.220)  0.17
H (-7.449, -1.202, 2.291)  0.36
H (-6.559, 0.273, 2.698)  0.26
H (-5.895, -0.879, 4.595)  0.32
H (-4.750, -3.357, 2.902)  0.34
C (3.424, -0.893, 5.590)  -0.18
C (3.487, -1.398, 7.049)  -0.20
O (3.042, -2.745, 7.103)  -0.50
O (4.095, -1.713, 4.638)  -0.56
H (3.944, 0.063, 5.487)  0.30
H (2.388, -0.747, 5.271)  -0.01
H (2.794, -0.796, 7.638)  0.30
H (4.504, -1.156, 7.380)  0.24
H (3.236, -3.116, 6.237)  0.31
H (3.494, -2.379, 4.289)  0.29
C (2.920, 2.975, -2.266)  0.15
C (4.175, 2.298, -2.791)  -0.29
O (4.716, 3.007, -3.908)  -0.57
O (3.151, 4.161, -1.464)  -0.57
H (2.355, 2.325, -1.603)  -0.22
H (2.218, 3.351, -3.012)  0.38
H (3.940, 1.285, -3.133)  0.12
H (4.935, 2.084, -2.034)  0.31
H (4.585, 3.944, -3.739)  0.35
H (3.445, 4.893, -2.013)  0.35

Cartesian forces, eV/Å:
O -0.04 -0.05 -0.40
C -0.09 -0.59 0.50
O 0.44 0.43 0.02
B -1.05 -0.04 0.33
O 0.11 0.04 -0.21
C 0.21 -0.53 0.91
O 0.01 0.62 -0.42
O 0.01 0.02 -0.56
C -0.29 -0.67 -0.03
O 0.14 0.34 0.64
C 1.23 0.02 -1.08
O -0.09 0.15 -0.04
O -0.71 0.17 0.53
O 0.11 0.12 0.18
H -0.01 -0.31 -0.17
H 0.01 0.03 -0.05
O -0.19 0.00 -0.08
H 0.01 -0.12 0.04
H 0.11 0.05 0.02
O -0.26 0.18 0.00
H 0.23 -0.06 0.03
H 0.06 0.01 -0.06
C 1.20 -0.81 -0.07
C -0.55 1.59 0.28
O -0.30 -1.05 0.64
O -0.35 0.41 0.09
H -0.07 0.18 0.05
H -0.06 -0.22 0.23
H 0.21 -0.51 -0.42
H -0.36 0.20 -0.21
H 0.43 0.13 -0.41
H -0.09 -0.03 -0.08
C -0.07 -0.20 0.18
C -0.75 -1.84 -0.98
O 0.10 1.32 0.61
O -0.41 -0.36 -1.19
H 0.47 0.48 0.00
H -0.06 0.34 0.27
H 1.05 -0.17 0.29
H -0.50 0.43 0.34
H 0.15 -0.25 0.01
H 0.01 0.32 0.29
C -1.18 -0.83 -0.82
C 0.10 0.73 0.56
O -0.07 -0.27 -0.04
O -0.06 0.16 0.61
H 0.20 0.03 -0.02
H 0.71 0.19 0.33
H 0.21 -0.32 -0.21
H -0.30 0.11 -0.21
H 0.02 -0.03 0.05
H 0.26 0.17 -0.06
C 0.57 -0.99 -0.93
C -0.05 1.09 0.70
O -0.09 -0.15 -0.21
O -0.16 -0.02 0.18
H -0.24 0.41 0.37
H -0.03 -0.06 -0.12
H -0.10 -0.12 0.05
H -0.09 -0.20 0.00
H -0.06 -0.06 0.01
H 0.05 0.00 -0.12
C -0.69 -0.57 -0.55
C 0.83 0.41 -0.33
O -0.26 0.17 0.22
O 0.06 0.22 0.40
H 0.38 -0.19 0.02
H -0.17 0.56 0.34
H -0.04 -0.04 0.27
H -0.07 -0.28 -0.12
H 0.07 -0.01 -0.05
H -0.08 -0.27 -0.24
C -0.79 0.82 0.58
C 1.66 -0.39 0.18
O -0.47 -0.13 -0.18
O 0.31 0.13 -0.17
H 0.14 -0.01 -0.41
H 0.07 -0.57 0.11
H -0.05 0.18 -0.18
H -0.63 0.22 -0.28
H 0.24 0.18 0.19
H -0.32 -0.21 0.08
C -0.67 -0.75 -0.25
C -0.92 -0.23 0.10
O -0.52 0.23 0.27
O 0.31 0.50 -0.14
H 0.01 -0.45 -0.28
H 0.54 0.26 0.36
H 0.23 0.38 -0.34
H 0.47 0.13 0.34
H 0.41 -0.13 -0.11
H 0.12 0.01 0.06
C 0.21 0.06 1.07
C 0.16 0.76 0.48
O -0.03 -0.25 -0.28
O -0.17 -0.19 -0.46
H -0.13 -0.27 -0.44
H -0.12 -0.10 0.04
H -0.17 0.02 -0.26
H 0.18 -0.11 -0.19
H -0.02 0.04 0.06
H 0.06 0.04 0.07
C -0.60 -0.33 0.40
C -0.20 -0.74 -0.08
O 0.03 0.56 -0.03
O 0.63 0.38 -0.33
H 0.17 -0.37 0.28
H -0.02 0.43 -0.20
H -0.44 0.35 0.31
H 0.44 -0.09 -0.50
H 0.10 -0.05 0.00
H 0.01 -0.05 0.22
C -1.48 0.24 -0.09
C 0.21 -0.19 0.34
O 0.48 -0.22 -0.56
O -0.21 -0.34 0.38
H 0.48 -0.49 -0.18
H 0.42 0.73 -0.02
H -0.12 -0.10 0.22
H 0.26 -0.01 -0.59
H -0.21 -0.07 0.37
H 0.32 0.49 0.00
C -0.30 0.69 -0.12
C -0.31 0.65 -1.49
O 0.39 0.22 0.30
O 0.16 -0.71 0.29
H -0.25 0.10 0.34
H -0.01 0.00 0.09
H 0.03 0.02 0.06
H 0.08 -0.89 0.41
H 0.20 -0.22 0.11
H -0.07 0.16 -0.06
C -0.20 0.95 0.83
C -0.47 -0.38 -0.41
O 0.07 -0.05 0.12
O 0.55 -0.33 0.34
H 0.17 -0.15 0.02
H 0.20 -0.82 -0.66
H -0.33 0.16 -0.30
H -0.09 0.67 0.30
H 0.18 0.04 -0.04
H -0.07 -0.05 -0.10

Computed, not measured: a 10-piece molecular cluster, C28H78F3N12O12S overall in a non-equilibrium geometry, with ωB97M-V with the def2-TZVPD basis set.

For the max |F|, the calculation gives 7.9 eV/Å. The calculation puts the orbital gap at 0.2780 Ha. The total charge is -1. Its energy above the lowest of the compared OMol25 structures with the same formula, charge and spin is 9.046 eV. Its spin multiplicity is 1.

Each line ends with the Mulliken charge.
CARTESIAN COORDINATES (ANGSTROEM)
C (-1.047, -0.528, -0.091)  0.59
F (-1.048, 0.787, 0.208)  -0.23
F (-2.043, -1.092, 0.544)  -0.21
F (-1.051, -0.614, -1.446)  -0.22
S (0.671, -1.293, 0.525)  1.06
O (1.663, -1.148, -0.595)  -0.68
O (1.113, -0.511, 1.673)  -0.66
O (0.467, -2.697, 0.885)  -0.65
C (-2.609, 3.301, 6.487)  0.64
O (-3.292, 4.281, 6.665)  -0.66
N (-1.530, 3.252, 5.830)  -0.38
N (-2.798, 2.238, 7.201)  -0.40
H (-1.097, 2.479, 5.345)  0.22
H (-1.091, 4.142, 5.641)  0.20
H (-3.587, 2.231, 7.832)  0.21
H (-2.111, 1.498, 7.217)  0.17
C (6.206, -5.119, -5.666)  0.67
O (6.343, -5.689, -6.786)  -0.71
N (5.274, -4.267, -5.317)  -0.39
N (6.938, -5.436, -4.699)  -0.38
H (4.651, -3.978, -6.058)  0.22
H (5.267, -3.975, -4.351)  0.18
H (6.997, -4.884, -3.855)  0.19
H (7.662, -6.102, -4.927)  0.23
C (7.887, -5.363, 3.205)  0.63
O (8.447, -4.736, 2.263)  -0.68
N (8.177, -6.562, 3.499)  -0.35
N (6.747, -5.006, 3.806)  -0.36
H (9.000, -7.013, 3.126)  0.22
H (7.533, -7.152, 4.006)  0.15
H (6.455, -5.805, 4.351)  0.16
H (6.175, -4.254, 3.450)  0.24
C (1.133, -2.836, 13.935)  -1.37
C (2.046, -2.717, 12.704)  0.32
C (1.337, -1.983, 11.419)  -0.64
O (0.315, -2.571, 10.658)  -0.33
C (0.853, -3.271, 9.526)  -0.84
N (3.204, -1.981, 13.264)  -0.69
H (0.637, -1.949, 14.329)  0.37
H (1.601, -3.469, 14.688)  0.34
H (0.303, -3.396, 13.505)  0.35
H (2.267, -3.737, 12.390)  0.33
H (2.250, -1.751, 10.871)  0.36
H (0.887, -1.211, 12.043)  0.28
H (0.128, -3.940, 9.062)  0.32
H (1.769, -3.862, 9.531)  0.33
H (0.953, -2.641, 8.643)  0.34
H (3.842, -1.708, 12.531)  0.25
H (2.932, -1.089, 13.652)  0.26
C (-7.069, 0.629, -10.833)  -1.27
C (-5.548, 1.110, -10.659)  0.28
C (-5.308, 1.126, -9.138)  -0.59
O (-6.012, 2.216, -8.543)  -0.31
C (-5.767, 2.303, -7.127)  -0.70
N (-4.689, 0.418, -11.601)  -0.67
H (-7.273, -0.355, -10.410)  0.29
H (-7.204, 0.690, -11.913)  0.39
H (-7.779, 1.260, -10.298)  0.35
H (-5.476, 2.090, -11.131)  0.18
H (-4.245, 1.335, -9.019)  0.38
H (-5.532, 0.175, -8.654)  0.36
H (-4.704, 2.220, -6.899)  0.30
H (-6.324, 1.497, -6.650)  0.30
H (-6.156, 3.231, -6.710)  0.25
H (-4.352, -0.447, -11.203)  0.24
H (-5.266, 0.117, -12.373)  0.24
C (-11.647, 3.190, -0.894)  -1.52
C (-11.160, 2.860, 0.478)  0.40
C (-9.936, 3.677, 0.885)  -0.58
O (-9.681, 3.332, 2.281)  -0.41
C (-9.309, 1.987, 2.512)  -0.70
N (-12.294, 3.073, 1.382)  -0.67
H (-11.013, 3.025, -1.765)  0.40
H (-12.017, 4.214, -0.949)  0.37
H (-12.397, 2.427, -1.106)  0.35
H (-10.826, 1.835, 0.638)  0.25
H (-10.027, 4.754, 0.747)  0.30
H (-8.998, 3.507, 0.355)  0.34
H (-8.957, 1.965, 3.543)  0.26
H (-8.430, 1.674, 1.948)  0.32
H (-10.103, 1.245, 2.425)  0.29
H (-11.812, 3.420, 2.199)  0.32
H (-12.702, 3.944, 1.073)  0.29
C (1.826, 7.292, -1.254)  -1.52
C (1.344, 8.121, -2.491)  0.43
C (0.275, 7.232, -3.270)  -0.71
O (-0.327, 7.970, -4.369)  -0.43
C (0.511, 8.130, -5.441)  -0.69
N (0.841, 9.397, -2.027)  -0.68
H (1.054, 6.883, -0.601)  0.36
H (2.469, 7.982, -0.709)  0.39
H (2.456, 6.462, -1.575)  0.40
H (2.199, 8.253, -3.154)  0.31
H (-0.425, 6.956, -2.482)  0.39
H (0.707, 6.285, -3.593)  0.38
H (1.371, 7.461, -5.483)  0.32
H (0.705, 9.190, -5.277)  0.25
H (-0.018, 8.083, -6.393)  0.24
H (0.365, 9.755, -2.843)  0.27
H (0.132, 9.256, -1.322)  0.27
C (-0.860, -9.962, -3.400)  -1.52
C (-1.146, -8.525, -2.882)  0.61
C (-2.610, -8.305, -2.583)  -0.73
O (-3.261, -8.127, -3.815)  -0.30
C (-4.401, -7.293, -3.756)  -0.78
N (-0.460, -8.449, -1.634)  -0.77
H (-1.003, -10.715, -2.625)  0.39
H (0.200, -10.108, -3.610)  0.40
H (-1.296, -10.161, -4.379)  0.33
H (-0.704, -7.832, -3.598)  0.26
H (-2.755, -7.638, -1.733)  0.42
H (-3.107, -9.153, -2.111)  0.32
H (-4.340, -6.450, -3.067)  0.34
H (-5.298, -7.880, -3.559)  0.26
H (-4.506, -6.835, -4.739)  0.25
H (0.520, -8.640, -1.783)  0.25
H (-0.435, -7.485, -1.335)  0.25
C (9.812, 2.580, 1.922)  -1.44
C (10.030, 2.863, 0.443)  0.51
C (11.502, 2.691, -0.012)  -0.72
O (12.496, 3.515, 0.613)  -0.34
C (12.636, 4.764, -0.136)  -0.68
N (9.207, 1.943, -0.386)  -0.74
H (8.749, 2.517, 2.157)  0.43
H (10.176, 3.362, 2.588)  0.31
H (10.136, 1.588, 2.235)  0.33
H (9.565, 3.835, 0.280)  0.26
H (11.348, 2.763, -1.089)  0.37
H (11.692, 1.657, 0.276)  0.35
H (13.338, 5.437, 0.356)  0.26
H (11.703, 5.303, -0.299)  0.28
H (13.020, 4.543, -1.132)  0.30
H (8.236, 1.845, -0.126)  0.28
H (9.516, 1.023, -0.105)  0.26

Cartesian forces, eV/Å:
C 3.80 0.36 0.21
F -0.34 -0.24 -0.15
F -0.96 -0.36 -0.62
F -1.15 -0.34 0.96
S 3.80 -0.83 -0.68
O -2.61 0.12 1.05
O -1.29 0.55 -0.13
O -1.23 0.72 -0.61
C -2.68 1.39 2.64
O -1.14 1.99 -0.39
N 6.26 1.26 -4.65
N -1.52 -4.32 2.35
H -0.42 -0.13 0.45
H -0.32 -0.13 -0.38
H 0.23 -0.22 -0.26
H -0.41 0.14 0.21
C -1.73 -1.58 -5.99
O -0.61 1.35 1.22
N -2.03 1.87 -0.58
N 5.04 -2.19 5.01
H -0.13 0.30 0.69
H -0.76 0.38 -0.58
H 0.19 -0.36 -0.15
H 0.02 0.23 0.41
C -0.39 4.84 -5.34
O -0.49 -0.48 2.27
N 2.59 -6.15 1.64
N -0.56 0.64 1.11
H -0.24 0.31 -0.02
H 0.47 0.03 -0.13
H -1.38 1.22 0.19
H 0.00 -0.39 0.24
C -1.17 -1.42 -1.63
C -0.96 0.58 0.78
C 1.08 -0.27 2.97
O 1.52 -1.28 -0.32
C -1.06 -0.09 -1.83
N 0.20 -0.33 -1.60
H 0.69 0.39 0.02
H -0.04 0.38 0.14
H -0.47 -0.36 0.46
H 0.69 -0.02 0.20
H -0.46 0.77 -0.63
H -0.04 0.97 -1.05
H -0.56 -0.34 0.95
H 0.22 0.21 1.24
H 0.45 0.99 0.30
H 0.45 -0.17 -0.26
H -0.53 0.01 0.25
C 1.23 0.83 0.03
C -3.39 0.20 -0.16
C 1.59 1.03 -0.82
O 0.04 -0.04 0.20
C -0.44 -0.51 -0.67
N 0.94 -1.27 0.90
H 0.46 -0.35 -0.39
H -0.74 -0.31 0.06
H 0.16 0.44 -0.26
H -0.53 0.70 1.13
H 0.40 -0.21 0.39
H -0.25 -0.18 -0.06
H 0.08 -0.02 0.00
H 0.18 -0.21 0.28
H 0.04 0.12 -0.48
H 0.25 -0.32 0.08
H -0.03 0.10 -0.23
C -0.19 -1.23 -1.26
C 0.98 0.45 -0.33
C 0.56 -0.68 1.17
O -0.13 0.83 -0.64
C 0.70 0.21 0.77
N 0.70 0.66 0.25
H 0.83 0.23 0.38
H -0.27 -0.11 0.02
H -0.80 0.53 0.01
H -0.32 -0.22 -0.72
H -0.62 0.19 0.73
H -0.11 -0.79 -0.52
H -0.20 0.02 0.13
H -0.07 0.05 -0.55
H -0.20 0.13 -0.19
H -0.19 -0.41 1.06
H -0.66 0.17 -0.31
C 0.68 0.66 -1.07
C -0.53 -2.49 0.65
C 0.76 1.51 0.51
O -1.45 -2.64 2.77
C 0.27 1.72 -0.72
N 0.13 -0.05 -0.87
H -0.25 0.28 -0.14
H -0.05 -0.18 0.36
H -0.06 -0.09 -0.02
H 0.10 0.34 0.08
H -0.80 0.29 -0.51
H 0.24 0.05 -0.38
H 0.15 0.17 0.19
H 1.59 0.23 -1.08
H -0.27 -0.38 0.03
H -0.35 0.66 0.04
H -0.16 -0.10 0.15
C 0.61 0.46 -0.47
C 0.38 -2.04 -0.16
C -0.27 -1.23 -0.09
O -0.38 1.50 0.23
C -0.12 0.00 -0.83
N 0.98 0.56 1.31
H -0.85 0.03 -0.11
H 0.42 0.53 0.01
H -0.63 -0.22 0.34
H -0.68 0.34 -0.34
H -0.02 1.48 -0.73
H 0.56 -0.97 0.01
H 0.30 -0.20 0.38
H -0.16 -0.01 0.22
H -0.11 -0.13 -0.13
H 0.22 -0.38 0.04
H -0.24 0.30 0.36
C -0.55 -0.10 0.60
C -1.41 0.03 0.92
C -1.49 -0.02 0.73
O -0.92 1.05 -1.48
C 0.11 -0.83 0.12
N 1.10 -0.62 -0.07
H -0.31 0.28 -0.31
H 0.49 -0.14 -0.05
H 0.67 0.01 -0.05
H 0.64 0.44 -0.33
H 1.15 0.17 -0.32
H 0.56 -0.06 -0.22
H -0.05 -0.33 0.27
H -0.30 -0.16 0.37
H 0.17 -0.12 -0.09
H -0.29 0.98 0.26
H 0.42 -0.60 -0.37